No. 1
The following is a DFT calculation (the ωB97M-V functional and the def2-TZVPD basis) of C15H28F6N3O2SbW as an isolated structure.

Each line ends with the Löwdin spin population.
Cartesian coordinates (Å):
W (0.01598, 0.23166, 0.04623)  0.905
C (-2.48592, 3.37906, 0.07739)  -0.002
C (-2.03881, 2.14085, 0.75819)  -0.008
C (-0.77926, 2.13711, 1.43244)  -0.008
C (-0.39151, 1.07541, 2.26139)  0.005
C (0.66104, 1.23848, 3.32199)  0.001
C (-1.12214, -0.12930, 2.10606)  0.003
C (-2.41511, -0.14685, 1.49989)  0.002
C (-3.28475, -1.34475, 1.66185)  0.001
C (-2.84412, 1.00097, 0.82896)  -0.001
H (-2.99662, 3.99053, 0.83570)  -0.001
H (-3.20985, 3.19136, -0.71382)  0.000
H (-1.64994, 3.97285, -0.29166)  0.000
H (-0.20058, 3.05464, 1.46101)  0.000
H (0.13764, 1.55196, 4.23046)  0.000
H (1.37718, 2.02640, 3.08661)  0.000
H (1.18614, 0.31510, 3.55470)  0.000
H (-0.84035, -0.95744, 2.74736)  0.000
H (-3.94252, -1.14016, 2.51740)  0.000
H (-2.72361, -2.24636, 1.90312)  0.000
H (-3.93489, -1.52074, 0.80537)  0.000
H (-3.83808, 1.02377, 0.39171)  0.000
N (2.02190, 1.01349, 0.24357)  0.002
C (3.25968, 0.17853, -0.07178)  0.007
C (3.63787, -0.76518, 1.05263)  0.001
C (2.48693, -1.63169, 1.55030)  0.006
C (1.75573, -2.39093, 0.44919)  0.012
N (0.31452, -1.92291, 0.36496)  0.011
H (2.00909, 1.77050, -0.44457)  0.003
H (2.17286, 1.46615, 1.14719)  0.000
H (4.06318, 0.89026, -0.26012)  0.000
H (3.05002, -0.32957, -1.00987)  0.000
H (4.06443, -0.20978, 1.89132)  0.000
H (4.44901, -1.39143, 0.67438)  0.001
H (1.75910, -0.98988, 2.06498)  0.003
H (2.84040, -2.31370, 2.32272)  0.000
H (1.73750, -3.46571, 0.62255)  0.001
H (2.18087, -2.23227, -0.53815)  0.000
H (-0.17292, -2.30601, 1.17027)  0.000
H (-0.08484, -2.37271, -0.46575)  0.003
N (-1.70720, -0.16993, -1.72005)  -0.024
C (-1.64807, 0.86088, -2.73164)  0.000
C (-0.61262, 2.00766, -2.31930)  0.003
O (-0.48775, 2.91097, -3.07121)  -0.003
O (-0.05090, 1.79535, -1.13436)  0.050
H (-1.34649, -1.05900, -2.06172)  0.001
H (-2.63564, -0.29921, -1.33928)  0.000
H (-2.56814, 1.42752, -2.84237)  -0.001
H (-1.22534, 0.52716, -3.67192)  0.000
F (0.81009, -0.47786, -1.54474)  0.025
Sb (0.91253, -2.23900, -3.85318)  0.000
F (1.54276, -0.54261, -4.22486)  0.000
F (-0.79213, -1.62742, -4.32168)  0.000
F (1.09219, -3.45938, -5.19235)  0.000
F (0.00642, -2.89808, -2.32437)  0.000
F (2.48506, -2.59876, -2.93318)  0.000

Cartesian forces, eV/Å:
W -2.1 0.9 -3.0
C 0.0 -0.1 0.0
C 0.2 0.2 0.0
C 0.1 0.0 0.6
C -0.2 0.1 0.4
C 0.0 0.0 -0.1
C 0.1 0.2 0.8
C 0.4 -0.4 0.0
C 0.0 0.1 -0.2
C 0.1 0.1 0.0
H 0.0 0.0 0.0
H 0.0 0.0 0.0
H 0.0 0.0 0.0
H 0.0 0.0 -0.1
H 0.0 0.0 0.0
H 0.0 0.0 0.0
H 0.0 0.0 0.0
H 0.0 -0.1 -0.1
H 0.0 0.0 0.0
H 0.0 0.0 0.0
H 0.0 0.0 0.0
H 0.0 0.0 0.0
N 0.3 -0.2 0.1
C 0.0 0.1 0.0
C 0.1 0.0 0.0
C 0.0 0.0 0.1
C -0.2 -0.1 -0.1
N 0.0 -0.1 0.1
H 0.0 0.1 0.1
H 0.1 0.0 0.0
H 0.0 0.0 0.0
H 0.0 0.0 0.0
H 0.0 0.0 0.0
H 0.0 0.0 0.0
H 0.0 0.0 0.1
H 0.1 0.0 0.0
H 0.0 0.0 0.0
H 0.1 0.0 0.0
H 0.0 -0.1 0.0
H 0.0 -0.1 0.0
N 0.8 -0.4 1.4
C 1.5 1.6 0.7
C -2.0 -0.9 -2.2
O 0.7 0.2 0.9
O 0.7 0.0 1.2
H -0.3 -0.1 -0.2
H -0.1 -0.2 -0.3
H -0.3 -0.4 -0.2
H -0.5 -0.3 -0.2
F 0.4 0.1 0.3
Sb 0.1 0.0 -0.4
F 0.0 0.0 0.0
F 0.0 0.0 0.1
F 0.0 0.0 0.0
F -0.1 0.0 0.1
F 0.0 0.0 0.1

Results
Total charge: +3
Orbital gap (alpha / beta), eV: 6.3 / 6.8
Strongest force on any atom, Eh/bohr: 0.0739
HOMO level (alpha / beta), Eh: -0.714 / -0.718
Total energy, a.u.: -1808.71958
ΔE to the lowest compared entry with this formula, charge and spin, kJ/mol: 144.1
Multiplicity: 2

No. 2
The following is a DFT calculation (the ωB97M-V functional and the def2-TZVPD basis) of C15H29BClFInN2O8PS as an isolated structure.

Each line ends with the Löwdin charge.
Cartesian coordinates (Å):
C (-3.84977, 3.82233, -0.01604)  0.038
C (-3.82569, 5.04737, -0.51858)  -0.058
C (-3.01864, 5.41522, -1.70366)  -0.508
O (-3.45348, 6.07630, -2.57903)  0.184
O (-1.77453, 4.88539, -1.77511)  -0.011
C (-0.91174, 5.13140, -0.66412)  -0.171
C (-0.12187, 3.87406, -0.37276)  -0.168
C (0.31730, 3.13530, -1.64465)  -0.190
C (1.67718, 2.46166, -1.49765)  -0.176
C (1.73641, 1.44843, -0.34247)  -0.176
C (1.50174, 0.04318, -0.89084)  -0.103
C (1.31220, -1.06152, 0.17196)  -0.328
C (2.47812, -0.99382, 1.16456)  -0.162
N (2.55766, -2.13974, 2.05171)  0.063
O (1.56577, -2.28256, -0.53878)  0.155
B (0.70014, -3.28352, -0.20845)  -0.735
C (1.56917, -4.66160, 0.30808)  0.035
C (1.62740, -5.59473, -0.89266)  -0.699
C (0.60370, -6.70598, -0.87951)  -0.078
Cl (1.57831, -4.68646, -2.39847)  0.922
O (-0.26006, -2.71076, 0.66804)  0.074
C (-0.12073, -1.32307, 0.74783)  -0.319
P (-0.65001, -0.72185, 2.44411)  0.489
N (-1.69590, 0.39531, 2.27759)  -0.118
O (0.61255, -0.34390, 3.31401)  -0.099
O (-1.23384, -2.05710, 3.02422)  -0.075
S (-1.45247, -0.70299, -0.44699)  0.636
O (-1.47033, 0.69904, -0.61906)  -0.246
O (-1.41096, -1.52692, -1.60672)  -0.224
F (-2.86213, -1.14259, 0.26292)  -0.414
H (-3.30866, 3.00582, -0.47438)  0.051
H (-4.39248, 3.60468, 0.89077)  0.066
H (-4.42004, 5.83688, -0.08614)  0.125
H (-0.25696, 5.97503, -0.86821)  0.138
H (-1.48455, 5.39168, 0.22304)  0.121
H (0.76268, 4.10571, 0.21939)  0.122
H (-0.72967, 3.19866, 0.22999)  0.091
H (-0.41983, 2.37478, -1.88792)  0.090
H (0.35160, 3.80568, -2.49763)  0.124
H (2.43487, 3.22687, -1.34821)  0.121
H (1.92832, 1.95115, -2.42605)  0.119
H (1.04021, 1.70093, 0.45650)  0.104
H (2.73575, 1.49949, 0.08162)  0.117
H (2.38318, -0.24483, -1.45508)  0.147
H (0.68161, 0.05519, -1.60125)  0.108
H (2.43277, -0.05764, 1.71757)  0.116
H (3.38056, -0.96223, 0.56144)  0.151
H (1.70570, -2.34163, 2.54827)  0.067
H (3.33192, -2.07077, 2.69254)  0.106
H (0.08906, -3.58756, -1.31976)  0.254
H (1.04085, -5.11839, 1.13890)  0.131
H (2.54614, -4.31991, 0.62197)  0.118
H (2.62708, -6.04673, -0.84866)  0.146
H (0.94627, -7.55165, -1.46663)  0.100
H (-0.36578, -6.38199, -1.24420)  0.092
H (0.52254, -7.06806, 0.14187)  0.098
H (-1.49710, 1.27835, 2.72722)  0.025
H (0.68825, 0.61173, 3.43754)  0.115
H (-1.64382, -1.83615, 3.87916)  0.125
In (-4.83595, -0.53098, -0.88317)  1.178

Cartesian forces, eV/Å:
C 0.0 0.0 0.1
C 0.0 -0.2 0.5
C 0.1 -0.3 0.3
O -0.5 0.7 -1.0
O 0.3 0.1 0.0
C 0.2 -0.3 0.6
C 0.1 -0.4 -0.3
C 0.2 -0.2 0.0
C -0.3 0.2 0.2
C 0.3 0.0 -0.3
C -0.1 0.3 0.5
C 0.7 0.4 -1.0
C -0.1 0.0 1.0
N -0.1 -0.5 -0.9
O -0.3 -0.6 -0.6
B 0.4 3.1 2.5
C -0.2 -1.3 -1.0
C -0.1 -0.5 0.4
C 0.1 0.0 0.1
Cl -0.3 0.1 -0.2
O -0.3 -0.9 -0.2
C -0.2 -0.9 0.5
P -1.3 1.7 0.1
N 0.5 -0.2 0.0
O 0.4 -0.4 0.0
O 0.5 -0.3 0.2
S 1.1 0.5 -0.8
O -0.5 0.1 0.4
O -0.2 -0.5 0.2
F 0.9 -0.2 0.4
H 0.3 0.0 0.0
H -0.3 -0.1 0.0
H -0.1 0.1 0.0
H 0.0 0.1 -0.4
H -0.2 0.1 0.0
H 0.0 0.3 0.1
H -0.1 0.0 0.1
H -0.2 0.0 -0.2
H 0.0 0.2 -0.1
H 0.1 0.1 0.0
H 0.1 0.0 -0.1
H -0.2 0.1 0.0
H 0.1 -0.1 0.2
H 0.1 -0.1 -0.1
H -0.1 -0.1 -0.1
H -0.2 0.3 -0.1
H 0.1 0.0 -0.2
H 0.1 0.2 0.4
H 0.0 0.0 0.1
H 0.6 -1.2 -0.9
H -0.2 0.1 0.1
H -0.1 0.7 0.0
H 0.2 0.2 -0.2
H -0.1 0.0 -0.3
H -0.2 0.0 0.0
H -0.2 0.0 0.1
H -0.3 0.2 -0.1
H 0.1 0.0 0.1
H -0.2 -0.3 0.0
In -0.9 0.3 -0.4

Results
Total charge: +2
Orbital gap, eV: 3.5
Strongest force on any atom, Eh/bohr: 0.0765
HOMO level, Eh: -0.511
Total energy, a.u.: -2814.31115